(1)
Here is the molecule C4H4S2 in a non-equilibrium geometry from the OMol25 dataset. Energies are from ωB97M-V with the def2-TZVPD basis set.

Positions of all 10 atoms, in Å:
C 1.02816 0.34271 -0.96880
C -0.68757 0.62369 0.95096
C -0.53681 -0.67472 0.30908
C 0.35385 -0.88057 -0.67123
H -0.36601 0.69096 2.04546
H -1.78594 0.91926 0.94918
H -1.12317 -1.48498 0.69379
H 0.57037 -1.80079 -1.18481
S 2.20703 0.56351 -2.04136
S 0.34010 1.70093 -0.08227

Properties
**E_LUMO**: -0.416 eV
**Energy relative to the best compared isomer or geometry (same formula, charge and spin)**: 6.2 kcal per mole
**SMILES string**: S=C1C=CCS1
**Calculated total energy**: -25882.4532 eV
**Highest occupied orbital energy**: -8.523 eV
**Gap between HOMO and LUMO**: 0.2979 hartree
**Charge**: 0
**Maximum force**: 0.04267 Eh/bohr

Computed natural (NBO) charges, given in elementary charges: -0.324 -0.600 -0.108 -0.277 0.257 0.249 0.213 0.248 0.007 0.335

(2)
Here is a cluster of 2 separate species, C4H4S2 in total in a non-equilibrium geometry from the OMol25 dataset. Energies are from ωB97M-V with the def2-TZVPD basis set.

Positions of all 10 atoms, in Å:
C -2.28375 -1.13842 -1.14959
C 1.31377 0.90192 1.70960
C 0.49660 0.93913 0.70480
C -1.31709 -1.32648 -1.83086
S 2.65742 -0.15968 1.14221
S 1.34477 0.21354 -0.73774
H -2.92848 -1.03004 -0.29523
H 1.56991 1.64632 2.41093
H -0.42331 1.34268 0.46999
H -0.42984 -1.38899 -2.42410

Properties
**E_LUMO (alpha / beta)**: 0.610 / -2.933 eV
**Energy relative to the best compared isomer or geometry (same formula, charge and spin)**: 64.9 kcal per mole
**Spin multiplicity**: 3
**Calculated total energy**: -25876.6059 eV
**Highest occupied orbital energy (alpha / beta)**: -7.126 / -8.341 eV
**Gap between HOMO and LUMO (alpha / beta)**: 0.2843 / 0.1987 hartree
**Charge**: 0
**Maximum force**: 0.04921 Eh/bohr

Computed natural (NBO) charges, given in elementary charges: -0.255 -0.378 -0.314 -0.227 0.148 0.090 0.238 0.235 0.220 0.242

(3)
Here is the molecule C4H4S3 in a non-equilibrium geometry from the OMol25 dataset. Energies are from ωB97M-V with the def2-TZVPD basis set.

Positions of all 11 atoms, in Å:
C -1.06167 -1.87048 -0.53620
C -0.61172 -0.69931 -0.94820
C 0.05135 1.56984 0.79078
C 1.41423 1.02065 0.66855
H -1.71382 -2.03379 0.33619
H -0.74859 -2.69137 -1.08071
H 0.03735 -0.59098 -1.78289
H 1.87493 0.71436 1.65410
S -1.23552 0.75192 -0.10548
S -0.23436 2.81720 1.74171
S 2.22782 1.01195 -0.73785

Properties
**E_LUMO**: -1.336 eV
**Energy relative to the best compared isomer or geometry (same formula, charge and spin)**: 35.5 kcal per mole
**SMILES string**: C=CSC(=S)C=S
**Calculated total energy**: -36716.2533 eV
**Highest occupied orbital energy**: -8.864 eV
**Gap between HOMO and LUMO**: 0.2766 hartree
**Charge**: 0
**Maximum force**: 0.04069 Eh/bohr

Computed natural (NBO) charges, given in elementary charges: -0.340 -0.366 -0.389 -0.335 0.214 0.201 0.226 0.233 0.345 0.105 0.105

(4)
Here is a structure of composition C4H5AgO6 in a non-equilibrium geometry from the OMol25 dataset. Energies are from ωB97M-V with the def2-TZVPD basis set.

Positions of all 16 atoms, in Å:
O -0.27869 0.79105 1.50093
C 0.21881 -0.30473 1.88960
O -0.43158 -1.03542 2.69272
O 1.37647 -0.76411 1.46275
Ag -1.94445 0.32324 2.60821
C 1.60805 0.06237 -0.61233
C 2.42717 -0.07512 0.63255
H 1.31960 -0.91360 -1.01827
H 0.94126 0.92886 -0.60474
H 3.23740 -0.80718 0.61799
O 2.76950 1.16599 1.20266
C 3.80771 1.19066 2.04247
O 4.45631 0.24072 2.39669
O 3.98535 2.44250 2.42876
H 4.78788 2.50742 2.96334
H 2.60741 0.35692 -1.15004

Properties
**E_LUMO (alpha / beta)**: -5.897 / -8.441 eV
**Energy relative to the best compared isomer or geometry (same formula, charge and spin)**: 0.0 kcal per mole
**Spin multiplicity**: 2
**Calculated total energy**: -20503.0732 eV
**Highest occupied orbital energy (alpha / beta)**: -14.451 / -14.450 eV
**Gap between HOMO and LUMO (alpha / beta)**: 0.3144 / 0.2208 hartree
**Charge**: +1
**Maximum force**: 0.10790 Eh/bohr

Computed natural (NBO) charges, given in elementary charges: -0.572 0.956 -0.527 -0.490 1.167 -0.664 0.386 0.257 0.255 0.247 -0.500 0.978 -0.600 -0.651 0.519 0.238

(5)
Here is the molecule C4H5BO2 in a non-equilibrium geometry from the OMol25 dataset. Energies are from ωB97M-V with the def2-TZVPD basis set.

Positions of all 12 atoms, in Å:
B -1.60742 -0.06372 -0.09632
C 3.54400 -0.25395 0.00020
C 2.38163 0.06059 0.09225
C -0.14354 -0.50678 -0.27220
C 1.06604 0.45943 0.15745
O -2.54320 -1.05173 -0.03021
O -1.91424 1.25857 0.00420
H 4.55877 -0.52385 -0.01686
H 0.16435 -1.50400 -0.52051
H 0.79051 1.45563 0.44615
H -3.45163 -0.78089 0.11135
H -2.84526 1.45070 0.12450

Properties
**E_LUMO (alpha / beta)**: 0.269 / -1.802 eV
**Energy relative to the best compared isomer or geometry (same formula, charge and spin)**: 0.0 kcal per mole
**Spin multiplicity**: 3
**Calculated total energy**: -8997.9596 eV
**Highest occupied orbital energy (alpha / beta)**: -6.867 / -10.113 eV
**Gap between HOMO and LUMO (alpha / beta)**: 0.2622 / 0.3054 hartree
**Charge**: 0
**Maximum force**: 0.04753 Eh/bohr

Computed natural (NBO) charges, given in elementary charges: 0.974 -0.169 -0.096 -0.344 -0.212 -0.875 -0.879 0.228 0.191 0.216 0.482 0.484

(6)
Here is the molecule C4H5Br in a non-equilibrium geometry from the OMol25 dataset. Energies are from ωB97M-V with the def2-TZVPD basis set.

Positions of all 10 atoms, in Å:
C 0.31282 -0.18129 -0.39511
C 0.55638 -1.41408 -0.07699
C -0.20564 1.12451 -0.39952
C -1.39926 0.89392 0.39816
Br -2.84864 -0.16752 -0.04435
H 0.18797 -2.15607 0.71087
H 1.47867 -1.88257 -0.50548
H 0.45564 1.87106 0.04221
H -0.37172 1.41885 -1.46540
H -1.42418 0.75153 1.42330

Properties
**E_LUMO (alpha / beta)**: 0.222 / 0.429 eV
**Energy relative to the best compared isomer or geometry (same formula, charge and spin)**: 78.2 kcal per mole
**Calculated total energy**: -74266.5712 eV
**Highest occupied orbital energy (alpha / beta)**: -7.668 / -7.869 eV
**Gap between HOMO and LUMO (alpha / beta)**: 0.2899 / 0.3049 hartree
**Charge**: 0
**Maximum force**: 0.06103 Eh/bohr

Computed natural (NBO) charges, given in elementary charges: 0.151 -0.504 -0.564 -0.277 0.050 0.225 0.223 0.260 0.238 0.196

(7)
Here is a structure of composition C4H5Br2ClO in a non-equilibrium geometry from the OMol25 dataset. Energies are from ωB97M-V with the def2-TZVPD basis set.

Positions of all 13 atoms, in Å:
C 1.60619 -0.53972 -0.08871
C -0.16998 1.50095 0.35556
C -1.02425 -0.89944 -0.53652
C -0.18581 0.00924 0.41558
O 2.46311 0.20070 -0.39613
Cl 1.66613 -2.21800 -0.27946
Br -0.80484 -0.47712 -2.38569
Br -0.35221 -0.70968 2.27707
H -0.80306 1.98273 1.20670
H -0.48904 1.96201 -0.46356
H 0.80565 1.89321 0.45659
H -0.64601 -2.02164 -0.32420
H -2.06588 -0.68323 -0.23722

Properties
**E_LUMO (alpha / beta)**: 0.225 / -3.399 eV
**Energy relative to the best compared isomer or geometry (same formula, charge and spin)**: 23.1 kcal per mole
**Spin multiplicity**: 3
**Calculated total energy**: -158878.1799 eV
**Highest occupied orbital energy (alpha / beta)**: -5.759 / -10.667 eV
**Gap between HOMO and LUMO (alpha / beta)**: 0.2199 / 0.2671 hartree
**Charge**: 0
**Maximum force**: 0.11614 Eh/bohr

Computed natural (NBO) charges, given in elementary charges: 0.162 -0.722 -0.582 0.080 -0.386 0.035 0.055 0.088 0.239 0.241 0.258 0.283 0.249

(8)
Here is the molecule C4H5Br2N3O2 in a non-equilibrium geometry from the OMol25 dataset. Energies are from ωB97M-V with the def2-TZVPD basis set.

Positions of all 16 atoms, in Å:
C 2.60794 -0.96582 0.70333
C 2.74030 0.17162 -0.04472
C 1.17416 -1.17910 0.65861
C -0.82712 0.11220 -0.20652
N 1.56290 0.83154 -0.23190
N 0.54607 0.06561 0.28863
N 3.57490 -1.81499 1.33149
O 4.71117 -1.40820 1.20600
O 3.12335 -2.79586 1.85790
Br 4.55463 1.46051 -0.41004
Br 0.82691 -2.59220 -1.02230
H 0.70678 -1.84769 1.41969
H -1.02195 -0.02774 -1.33254
H -1.49222 -0.57478 0.34008
H -1.19865 1.03999 0.36300
H 1.34208 1.78828 -0.51402

Properties
**E_LUMO**: -1.558 eV
**Energy relative to the best compared isomer or geometry (same formula, charge and spin)**: 34.6 kcal per mole
**SMILES string**: CN1NC(Br)=C([N+](=O)[O-])[C@@H]1Br
**Calculated total energy**: -152872.8980 eV
**Highest occupied orbital energy**: -8.541 eV
**Gap between HOMO and LUMO**: 0.2567 hartree
**Charge**: 0
**Maximum force**: 0.08578 Eh/bohr

Computed natural (NBO) charges, given in elementary charges: -0.209 0.362 0.045 -0.460 -0.426 -0.239 0.551 -0.371 -0.355 0.025 -0.358 0.271 0.247 0.250 0.221 0.446

Q: Among the records above, which one has the lowest maximum force?
A: C4H4S3

Copy entry 3 word for word.
Here is the molecule C4H4S3 in a non-equilibrium geometry from the OMol25 dataset. Energies are from ωB97M-V with the def2-TZVPD basis set.

Positions of all 11 atoms, in Å:
C -1.06167 -1.87048 -0.53620
C -0.61172 -0.69931 -0.94820
C 0.05135 1.56984 0.79078
C 1.41423 1.02065 0.66855
H -1.71382 -2.03379 0.33619
H -0.74859 -2.69137 -1.08071
H 0.03735 -0.59098 -1.78289
H 1.87493 0.71436 1.65410
S -1.23552 0.75192 -0.10548
S -0.23436 2.81720 1.74171
S 2.22782 1.01195 -0.73785

Properties
**E_LUMO**: -1.336 eV
**Energy relative to the best compared isomer or geometry (same formula, charge and spin)**: 35.5 kcal per mole
**SMILES string**: C=CSC(=S)C=S
**Calculated total energy**: -36716.2533 eV
**Highest occupied orbital energy**: -8.864 eV
**Gap between HOMO and LUMO**: 0.2766 hartree
**Charge**: 0
**Maximum force**: 0.04069 Eh/bohr

Computed natural (NBO) charges, given in elementary charges: -0.340 -0.366 -0.389 -0.335 0.214 0.201 0.226 0.233 0.345 0.105 0.105